1.
Below is C23H52P4STi as an isolated structure in a non-equilibrium geometry, with properties calculated with the ωB97M-V functional and the def2-TZVPD basis.

Computed properties:
Calculated total energy ... -3518.91202 Eh
Energy relative to the best compared isomer or geometry (same formula, charge and spin) ... 31.97 kcal/mol
Orbital gap (alpha / beta) ... 4.4 / 4.6 eV
LUMO level (alpha / beta) ... -15.62 / -15.43 eV
Net charge ... +4

Each line ends with the Löwdin charge.
Cartesian coordinates (Å):
Ti: -0.14531 0.58310 -0.48300  0.198
P: 2.12156 1.04319 0.97081  0.802
P: -1.75366 2.13027 0.37702  0.729
P: 0.96323 1.89285 -2.14859  0.661
H: 1.55965 -3.99658 0.56318  0.090
C: 1.34280 -3.15818 -0.11380  -0.031
C: 2.21864 -2.25436 -0.62315  -0.062
H: 2.99152 -1.78654 -0.02962  0.046
C: 2.83119 0.12070 2.41024  -0.207
C: 1.92176 2.70165 1.72190  -0.226
C: 3.68655 1.22754 0.03535  -0.232
C: -3.19065 1.43756 -0.45423  -0.217
C: -2.23979 2.41419 2.09208  -0.199
C: -1.47214 3.80227 -0.26445  -0.205
C: 2.25708 1.17120 -3.13014  -0.242
C: 1.66113 3.54653 -1.82187  -0.202
C: -0.31483 2.34712 -3.39827  -0.253
H: 0.27393 -2.94038 -0.35565  0.046
H: 2.01448 -1.80043 -1.59690  0.010
H: 2.62974 -0.93600 2.30064  0.019
H: 2.42376 0.49002 3.34227  0.049
H: 3.90592 0.28096 2.41000  0.069
H: 1.00988 2.75122 2.34020  0.032
H: 1.86478 3.48932 0.94766  0.043
H: 2.79083 2.91607 2.37069  0.095
H: 3.71476 0.47695 -0.76811  0.040
H: 4.54388 1.04256 0.70079  0.078
H: 3.80640 2.22286 -0.39977  0.046
H: -4.05306 2.04285 -0.12783  0.096
H: -3.39509 0.38371 -0.16899  0.066
H: -3.12415 1.47799 -1.55529  0.060
H: -2.92114 3.28296 2.09819  0.096
H: -1.35946 2.65399 2.72128  0.058
H: -2.75819 1.53558 2.51216  0.044
H: -2.30612 4.42900 0.09348  0.093
H: -1.43405 3.82251 -1.36423  0.053
H: -0.53639 4.21474 0.14311  0.056
H: 2.15603 1.53439 -4.18003  0.098
H: 2.24893 0.06183 -3.15906  0.047
H: 3.25843 1.50494 -2.77710  0.076
H: 1.83585 3.99979 -2.80626  0.094
H: 2.61167 3.48735 -1.30236  0.038
H: 0.96994 4.16663 -1.27211  0.031
H: -0.12497 1.81188 -4.31717  0.064
H: -0.18640 3.39975 -3.57466  0.067
H: -1.33107 2.14817 -3.07384  0.017
C: -0.68822 -1.96948 -3.61945  -0.424
C: -1.69103 -1.97714 -4.64620  -0.032
C: -1.57626 -2.76304 -5.81134  0.029
C: -0.47323 -3.61376 -5.95360  0.056
C: 0.43684 -3.75437 -4.92950  0.027
C: 0.34595 -2.94617 -3.75457  -0.006
S: -0.58217 -0.46635 -2.59107  0.838
H: -0.70697 -0.88751 -0.27801  -0.051
H: -2.50811 -1.25809 -4.53118  0.126
H: -2.31186 -2.61887 -6.60169  0.147
H: -0.41545 -4.15055 -6.92531  0.171
H: 1.26339 -4.43233 -5.12221  0.146
H: 1.13247 -3.07381 -3.01432  0.096
C: -2.63345 -2.48143 1.30555  -0.129
C: -2.29584 -1.39320 2.30371  -0.417
P: -0.53268 -0.90072 2.26494  1.037
C: -0.31730 0.20893 3.81124  -0.377
C: -1.42154 0.20491 4.82628  -0.123
C: 0.28208 -2.45823 2.97495  -0.353
C: -0.29977 -2.95339 4.30071  -0.101
H: -2.37296 -2.20333 0.26847  0.045
H: -3.73348 -2.64452 1.35968  0.112
H: -2.13105 -3.43390 1.56462  0.093
H: -2.85978 -0.45518 2.11984  0.060
H: -2.54427 -1.68097 3.35434  0.101
H: 0.60942 -0.14544 4.31111  0.089
H: -0.10863 1.21756 3.40535  0.028
H: -1.60009 -0.77493 5.31023  0.086
H: -1.12745 0.86112 5.66410  0.116
H: -2.37299 0.54523 4.39112  0.072
H: 0.22580 -3.23386 2.20342  0.051
H: 1.36059 -2.25571 3.10199  0.073
H: -1.38332 -3.10287 4.30133  0.078
H: 0.18075 -3.90993 4.57975  0.114
H: -0.11722 -2.27239 5.17115  0.091

=====

2.
Below is C23H53AlN7O5P2 as an isolated structure in a non-equilibrium geometry, with properties calculated with the ωB97M-V functional and the def2-TZVPD basis.

Computed properties:
Calculated total energy ... -2592.37325 Eh
Orbital gap ... 5.1 eV
LUMO level ... 0.16 eV
Net charge ... -1

Each line ends with the Löwdin charge.
Cartesian coordinates (Å):
C: 10.08043 -1.26662 -4.53083  -0.109
C: 8.49666 -1.00187 -4.49948  -0.229
C: 7.77988 0.04178 -3.61148  -0.052
C: 6.22825 0.15715 -3.65192  -0.020
C: 5.31885 -0.72821 -4.58431  -0.069
C: 3.74270 -0.49961 -4.52512  -0.327
C: 3.32926 1.00012 -4.01796  -0.101
C: 2.97291 -0.73012 -5.91407  -0.095
C: 6.05645 -1.77670 -5.45062  -0.212
O: 5.34252 -2.63728 -6.32599  -0.227
C: 4.80885 -3.82166 -5.64325  -0.272
Al: 5.56625 -4.20397 -3.77907  0.239
O: 4.91681 -3.07771 -2.41726  -0.272
N: 3.98194 -3.73367 -1.69096  -0.118
O: 3.02861 -3.86351 -2.43603  -0.113
C: 7.62399 -1.89013 -5.40944  0.011
H: 10.19577 -2.41024 -4.66523  0.078
H: 10.58970 -0.77151 -5.42200  0.068
H: 10.58902 -1.01607 -3.54140  0.067
H: 8.40024 0.71410 -2.91307  0.084
H: 5.77840 0.94382 -2.94129  0.088
H: 3.34344 -1.20385 -3.70077  0.128
H: 2.97538 0.97423 -2.92286  0.073
H: 2.40974 1.33916 -4.63280  0.067
H: 4.14052 1.77571 -4.21861  0.065
H: 1.87024 -0.43476 -5.72721  0.077
H: 3.43482 -0.13743 -6.76950  0.091
H: 2.94574 -1.86585 -6.10120  0.063
H: 3.65334 -3.84610 -5.60006  0.057
H: 5.09937 -4.72948 -6.30563  0.067
H: 7.15812 -4.28699 -3.85951  -0.087
H: 5.07984 -5.69480 -3.39273  -0.085
H: 8.07655 -2.69333 -6.07763  0.107
O: 1.36319 0.86347 -0.30026  -0.317
P: 1.15956 0.09131 1.01938  0.774
N: 0.73325 -1.35514 0.20782  -0.310
C: -0.42391 -2.20976 0.39805  -0.121
C: 1.81343 -2.04374 -0.49763  -0.149
N: -0.24169 1.03563 1.42425  -0.348
C: -1.59980 0.60981 1.12631  -0.137
C: -0.14637 2.45724 1.06432  -0.156
N: 1.00227 -0.74607 2.56928  -0.307
C: 1.95054 -1.81421 2.87003  -0.130
C: 0.05532 -0.51036 3.64220  -0.133
H: -0.57023 -2.51773 1.43848  0.067
H: -0.35664 -3.13730 -0.18072  0.086
H: -1.33028 -1.73196 0.03222  0.059
H: 2.45206 -2.60748 0.18916  0.061
H: 2.44850 -1.32986 -1.03318  0.070
H: 1.44510 -2.73587 -1.25936  0.064
H: -1.77247 0.51550 0.04859  0.091
H: -2.32839 1.32544 1.52184  0.062
H: -1.84461 -0.32970 1.62107  0.055
H: -0.35265 2.62595 0.00653  0.075
H: 0.84650 2.85258 1.29154  0.070
H: -0.86128 3.05073 1.64350  0.067
H: 1.58692 -2.77918 2.49491  0.081
H: 2.13835 -1.92713 3.93967  0.074
H: 2.91541 -1.60302 2.40768  0.079
H: -0.85236 -1.10500 3.49778  0.077
H: -0.21423 0.54041 3.74919  0.079
H: 0.46580 -0.79026 4.61935  0.071
O: -5.40824 1.58969 1.82538  -0.309
P: -5.86257 1.73672 3.29084  0.775
N: -7.48741 1.34538 2.90702  -0.319
C: -8.70705 2.06463 3.22706  -0.124
C: -7.74919 -0.04510 2.54904  -0.142
N: -5.60533 3.45341 3.24834  -0.349
C: -6.66219 4.40769 2.95617  -0.146
C: -4.41929 3.87592 2.48813  -0.150
N: -6.31622 1.87787 4.99326  -0.306
C: -6.73727 0.66836 5.69301  -0.132
C: -6.31072 3.05250 5.84489  -0.125
H: -8.80701 2.29748 4.29173  0.069
H: -9.60694 1.49996 2.95972  0.081
H: -8.78600 2.98198 2.64802  0.059
H: -7.79409 -0.69107 3.43222  0.060
H: -6.96458 -0.43365 1.89108  0.073
H: -8.68520 -0.16740 1.99379  0.078
H: -7.06357 4.27769 1.94490  0.088
H: -6.29258 5.43484 3.04193  0.083
H: -7.47197 4.34729 3.68295  0.053
H: -4.60556 3.88876 1.41353  0.079
H: -3.57215 3.21489 2.68549  0.059
H: -4.10864 4.88206 2.78585  0.078
H: -7.81777 0.50835 5.58530  0.079
H: -6.51427 0.69591 6.76118  0.077
H: -6.21526 -0.20091 5.29097  0.076
H: -7.26976 3.57712 5.79038  0.079
H: -5.50498 3.74690 5.60756  0.084
H: -6.15004 2.79387 6.89754  0.075

=====

3.
Below is a 9-piece molecular cluster, C23H53N7O15S2 overall in a non-equilibrium geometry, with properties calculated with the ωB97M-V functional and the def2-TZVPD basis.

Computed properties:
Calculated total energy ... -3216.50643 Eh
Energy relative to the best compared isomer or geometry (same formula, charge and spin) ... 162.27 kcal/mol
Orbital gap ... 4.1 eV
LUMO level ... 3.30 eV
Net charge ... -2

Each line ends with the Löwdin charge.
Cartesian coordinates (Å):
S: -0.66625 0.38439 -0.30474  0.009
O: -0.28797 -0.79414 0.40421  -0.477
O: -0.24875 0.19604 -1.71463  -0.525
O: -2.08333 0.61095 -0.30017  -0.476
O: 0.04930 1.55479 0.26119  -0.521
C: -5.50855 -4.21335 0.71575  -0.007
C: -6.41725 -3.90492 -0.40855  -0.570
O: -7.16189 -4.80338 -0.83098  -0.012
N: -6.34728 -2.66989 -0.97609  0.016
C: -6.92556 -2.29078 -2.31189  -0.041
H: -4.81071 -3.37757 0.76680  0.082
H: -5.02120 -5.17591 0.56058  0.092
H: -6.09454 -4.21617 1.63483  0.087
H: -5.53323 -2.17575 -0.63956  0.127
H: -6.11760 -2.34152 -3.04177  0.077
H: -7.23930 -1.24701 -2.32635  0.073
H: -7.65962 -3.04876 -2.58527  0.074
C: -1.76762 6.43081 2.57858  0.001
C: -1.42709 6.18736 4.03795  -0.593
O: -1.48522 7.09226 4.83844  0.027
N: -0.96680 4.99228 4.36552  0.008
C: -0.43102 4.60858 5.63078  -0.081
H: -1.09684 7.17876 2.15583  0.079
H: -2.75090 6.89717 2.51709  0.079
H: -1.67314 5.57737 1.90715  0.081
H: -1.05281 4.30617 3.62934  0.146
H: -0.44930 3.53486 5.81758  0.088
H: -0.97631 5.05529 6.46217  0.079
H: 0.57784 5.00427 5.74794  0.083
C: 0.08000 -4.14360 5.02665  0.013
C: 0.75391 -5.42103 4.35662  -0.557
O: 0.82361 -6.46161 4.97726  0.006
N: 1.35987 -5.29845 3.18076  0.008
C: 2.23336 -6.35330 2.66826  -0.064
H: -0.93457 -4.12734 4.62854  0.072
H: 0.68441 -3.30804 4.67362  0.071
H: -0.00723 -4.22807 6.10986  0.069
H: 1.15875 -4.51300 2.57851  0.149
H: 3.18463 -5.88472 2.41602  0.074
H: 1.89870 -6.62684 1.66763  0.076
H: 2.37699 -7.21684 3.31770  0.082
C: -0.45367 -5.29404 -2.79206  -0.016
C: 0.72912 -5.52792 -3.64757  -0.548
O: 0.82876 -6.51244 -4.38344  0.013
N: 1.72765 -4.61309 -3.46979  -0.002
C: 2.99497 -4.62831 -4.12785  -0.090
H: -0.28143 -5.68114 -1.78778  0.085
H: -1.35626 -5.81540 -3.11084  0.081
H: -0.79200 -4.27238 -2.61928  0.092
H: 1.50466 -3.77120 -2.95832  0.143
H: 3.24044 -3.60239 -4.40228  0.082
H: 2.93400 -5.22071 -5.04078  0.081
H: 3.79904 -5.01614 -3.50243  0.077
C: 4.93473 5.85527 2.07348  0.002
C: 4.69510 6.51513 0.73870  -0.602
O: 5.28127 7.53552 0.37362  0.007
N: 3.78663 6.00404 -0.02988  0.002
C: 3.53583 6.39061 -1.40993  -0.053
H: 5.81483 5.22155 1.96432  0.083
H: 4.08160 5.21447 2.29630  0.074
H: 5.09131 6.53525 2.91087  0.081
H: 3.17529 5.27471 0.30841  0.145
H: 2.83181 5.66552 -1.81822  0.093
H: 4.47312 6.35882 -1.96542  0.084
H: 3.16502 7.41457 -1.45591  0.083
C: 0.03871 -1.26065 -7.59875  -0.010
C: 1.33401 -0.50907 -7.80302  -0.561
O: 2.00660 -0.73919 -8.80831  0.004
N: 1.67998 0.39638 -6.87538  0.018
C: 2.97466 1.07077 -6.88667  -0.067
H: -0.83674 -0.84448 -8.09725  0.080
H: -0.19708 -1.50308 -6.56254  0.079
H: 0.11372 -2.24391 -8.06315  0.076
H: 1.16162 0.37087 -6.00892  0.145
H: 3.51973 0.96268 -7.82439  0.078
H: 3.63735 0.65492 -6.12772  0.079
H: 2.83692 2.12223 -6.63457  0.078
C: -5.68004 1.38675 4.39351  -0.007
C: -6.64003 2.31000 3.78617  -0.607
O: -7.52485 2.82220 4.43689  0.037
N: -6.48642 2.37420 2.45378  0.012
C: -7.28823 3.25154 1.65264  -0.090
H: -4.95067 1.17567 3.61149  0.081
H: -6.17146 0.45662 4.67894  0.094
H: -5.12734 1.91703 5.16902  0.091
H: -5.72213 1.97148 1.93053  0.147
H: -7.86081 2.80848 0.83780  0.079
H: -6.66537 4.09015 1.34142  0.087
H: -8.12812 3.70225 2.18136  0.076
C: 5.78549 -0.07706 -0.26079  -0.167
C: 5.72243 -0.54217 1.17931  -0.186
O: 7.08601 -0.50199 1.52231  -0.216
S: 8.05473 -1.09061 0.31185  0.736
O: 8.01887 -2.55212 0.24763  -0.256
O: 9.33498 -0.38833 0.26233  -0.256
O: 7.06918 -0.38638 -0.81020  -0.203
H: 5.63391 0.99948 -0.18202  0.133
H: 5.02761 -0.56997 -0.86968  0.142
H: 5.35779 -1.56195 1.30260  0.129
H: 5.10384 0.12762 1.77665  0.144